# C45H54CsN7S

A structure of composition C45H54CsN7S (the ωB97M-V functional and the def2-TZVPD basis, the Open Molecules 2025 dataset).

Last column: Mulliken charge in e.
CARTESIAN COORDINATES (ANGSTROEM)
Cs -0.7054 1.3183 0.2261  1.709
C -2.7856 -0.4610 -2.8379  -0.501
C -1.5817 -1.2303 -2.3081  1.306
C -1.9251 -2.0454 -1.0560  -1.619
N -2.2975 -1.1611 0.0261  0.053
C -3.4548 -1.2233 0.5848  0.277
C -4.5666 -2.0640 0.1879  -0.587
C -5.5362 -2.6420 0.9696  -0.599
C -5.7418 -2.5719 2.3528  -0.509
C -5.0813 -1.6954 3.2136  -0.207
C -4.2250 -0.6516 2.9365  -0.932
C -3.7112 -0.1993 1.6656  0.542
N -3.3656 1.0131 1.3728  -0.134
C -3.6886 2.0769 2.3031  -0.801
C -4.0579 3.3878 1.5965  -0.658
C -2.9124 4.2553 1.0449  -1.353
N -2.3343 3.7648 -0.1905  0.026
C -2.7990 4.1966 -1.3096  0.142
C -3.9365 5.0861 -1.4644  -0.613
C -4.1636 6.0476 -2.4175  -0.415
C -3.3901 6.4299 -3.5203  -0.484
C -2.2745 5.7375 -3.9905  -0.255
C -1.7527 4.5203 -3.6096  -0.754
C -2.1738 3.6209 -2.5597  0.478
N -1.9984 2.3412 -2.5413  -0.199
C -1.5531 1.6389 -3.7189  -0.119
C -2.4871 0.4565 -4.0215  -1.536
H -3.2019 0.1429 -2.0288  0.168
H -3.5603 -1.1806 -3.1298  0.430
H -0.7732 -0.5306 -2.0771  -0.960
H -1.1902 -1.9081 -3.0794  0.308
H -1.0294 -2.5957 -0.7407  0.288
H -2.6833 -2.7938 -1.3221  0.421
H -4.6014 -2.3094 -0.8674  0.249
H -6.2259 -3.2894 0.4304  0.293
H -6.4866 -3.2318 2.7832  0.279
H -5.3229 -1.8129 4.2685  0.278
H -3.9056 -0.0640 3.7902  0.319
H -2.8355 2.2675 2.9775  0.018
H -4.5258 1.7993 2.9587  0.519
H -4.6086 4.0022 2.3186  0.366
H -4.7522 3.1498 0.7850  0.376
H -2.1135 4.2927 1.7965  0.431
H -3.2870 5.2814 0.9268  0.520
H -4.6850 5.0083 -0.6848  0.265
H -5.0706 6.6304 -2.2647  0.297
H -3.6938 7.3186 -4.0623  0.266
H -1.7615 6.2042 -4.8299  0.269
H -0.9105 4.1697 -4.1955  0.318
H -0.5372 1.2551 -3.5509  -0.280
H -1.5083 2.2620 -4.6225  0.573
H -2.0554 -0.1233 -4.8492  0.360
H -3.4336 0.8690 -4.3854  0.408
C 4.8970 -2.2094 4.6440  -1.966
C 5.0710 -2.1610 3.1264  2.201
C 5.5121 -3.5480 2.6379  -1.702
C 6.1474 -1.1188 2.7925  -1.547
C 3.7828 -1.7523 2.4210  0.578
C 2.6701 -1.2845 3.0988  -0.546
C 1.5521 -0.8773 2.3796  -0.813
N 1.4954 -0.8731 1.0563  -0.172
C 2.5635 -1.3167 0.3934  -0.895
C 3.7050 -1.7747 1.0253  -0.202
C 2.4589 -1.2789 -1.0914  0.131
C 2.7427 -2.4059 -1.8501  -0.831
C 2.6075 -2.3759 -3.2352  0.694
C 2.2205 -1.1657 -3.7949  -0.252
C 1.9682 -0.0838 -2.9603  -1.068
N 2.0626 -0.1268 -1.6395  -0.353
C 2.8451 -3.6413 -4.0526  2.187
C 4.2670 -4.1584 -3.7983  -1.669
C 1.8276 -4.7052 -3.6160  -1.594
C 2.6783 -3.3965 -5.5520  -2.196
H 5.8407 -2.5165 5.1029  0.449
H 4.1312 -2.9363 4.9285  0.406
H 4.6208 -1.2309 5.0421  0.173
H 6.4416 -3.8367 3.1355  0.460
H 5.6882 -3.5660 1.5611  0.286
H 4.7514 -4.2971 2.8700  0.366
H 7.0803 -1.3672 3.3068  0.450
H 5.8203 -0.1298 3.1201  0.268
H 6.3483 -1.0830 1.7191  0.309
H 2.6647 -1.1623 4.1710  0.351
H 0.6855 -0.4989 2.9081  0.556
H 4.5461 -2.1003 0.4243  0.556
H 3.0289 -3.3153 -1.3360  0.606
H 2.0895 -1.0425 -4.8604  0.486
H 1.6603 0.8655 -3.3860  0.623
H 4.4272 -4.3874 -2.7445  0.310
H 5.0083 -3.4151 -4.0984  0.370
H 4.4413 -5.0714 -4.3732  0.467
H 1.9345 -4.9470 -2.5583  0.327
H 1.9713 -5.6222 -4.1933  0.457
H 0.8076 -4.3510 -3.7750  0.298
H 3.3850 -2.6485 -5.9167  0.419
H 1.6674 -3.0627 -5.7919  0.410
H 2.8615 -4.3267 -6.0941  0.443
S 4.1409 1.5284 4.9827  -0.507
C 2.5455 2.1889 5.1303  -0.017
C 2.3185 3.3417 5.9276  -0.617
C 1.0505 3.8507 6.0816  -0.254
C -0.0226 3.2185 5.4497  -0.749
C 0.2732 2.1100 4.6800  -0.069
N 1.4978 1.6159 4.5013  -0.093
H 3.1727 3.7990 6.4085  0.350
H 0.8882 4.7331 6.6920  0.325
H -1.0413 3.5711 5.5439  0.417
H -0.5402 1.5860 4.1761  0.339

LUMO	3.3	eV
multiplicity	1
Kohn-Sham gap	4.82	eV
total charge	-2
HOMO	-1.540	eV



# C45H55NO14

An isolated molecule of C45H55NO14 (the ωB97M-V functional and the def2-TZVPD basis, the Open Molecules 2025 dataset).

Last column: Mulliken charge in e.
CARTESIAN COORDINATES (ANGSTROEM)
C -6.2291 -0.4120 2.9763  -1.162
C -5.0737 0.3252 3.6426  -0.485
H -5.3898 0.7000 4.6182  0.453
H -4.2401 -0.3625 3.7954  0.223
C -4.5819 1.5001 2.7909  0.410
C -3.9527 0.9683 1.5146  0.080
O -3.0068 0.2029 1.5147  -0.638
N -4.5197 1.4055 0.3668  0.238
H -5.2491 2.1013 0.3878  0.430
C -3.8982 1.1713 -0.9208  1.140
C -4.9228 0.7381 -1.9387  -0.241
C -5.7907 1.6480 -2.5291  -0.447
C -6.7424 1.2157 -3.4363  -0.906
C -6.8427 -0.1270 -3.7572  -0.479
C -5.9846 -1.0394 -3.1675  -0.939
C -5.0303 -0.6087 -2.2634  -0.342
H -4.3664 -1.3243 -1.8007  0.557
H -6.0582 -2.0888 -3.4122  0.406
H -7.5868 -0.4620 -4.4644  0.398
H -7.4090 1.9318 -3.8933  0.410
H -5.7087 2.6963 -2.2903  0.426
H -3.1712 0.3676 -0.7616  -0.281
C -3.1068 2.4509 -1.3304  -0.417
O -3.9016 3.6013 -1.2838  -0.654
H -3.6118 4.1094 -0.5046  0.452
C -1.9814 2.6033 -0.3115  0.440
O -2.0472 3.4689 0.5330  -0.660
O -1.0292 1.7090 -0.4358  0.647
C -0.0210 1.6744 0.5930  -0.482
C 1.2955 2.2114 0.0882  0.608
C 2.4127 1.8388 0.7272  -0.009
C 3.7570 2.0666 0.1115  -0.555
C 4.6197 0.7951 -0.0287  -0.730
O 5.7606 0.8300 0.3549  -0.647
C 4.0989 -0.3579 -0.8840  2.391
C 5.0675 -1.5285 -0.6912  -2.357
H 4.8980 -2.3189 -1.4102  0.533
H 6.0806 -1.1577 -0.8288  0.531
H 4.9919 -1.9386 0.3135  0.292
C 2.6022 -0.7222 -0.7010  1.139
H 2.0302 0.1815 -0.9177  -0.392
C 2.1431 -1.7300 -1.7763  0.327
C 2.5354 -3.2121 -1.6809  -1.128
H 3.1642 -3.5133 -0.8447  0.346
H 1.6705 -3.8784 -1.7598  0.576
O 3.2667 -3.1409 -2.8994  -0.611
C 2.8801 -1.7802 -3.1372  0.182
C 4.0563 -0.8564 -3.4042  -2.278
H 4.9660 -1.4540 -3.4598  0.442
H 3.9350 -0.3545 -4.3634  0.449
C 4.2549 0.2262 -2.3434  -0.305
O 5.5188 0.7671 -2.5920  -0.704
H 5.6589 1.6055 -2.1228  0.467
H 3.4661 0.9832 -2.4760  0.539
H 2.1628 -1.7421 -3.9659  0.626
O 0.7237 -1.6451 -1.9447  -0.095
C 0.1995 -0.5980 -2.5883  0.857
O 0.8292 0.3557 -2.9676  -0.595
C -1.2774 -0.8005 -2.7894  -1.288
H -1.7103 -1.2526 -1.9027  0.063
H -1.4222 -1.4820 -3.6258  0.558
H -1.7567 0.1462 -3.0147  0.285
C 2.1837 -1.2191 0.7153  -1.438
H 3.0489 -1.6247 1.2495  1.538
O 1.2425 -2.2953 0.6016  1.627
C 1.5652 -3.4900 1.1261  0.114
O 2.6448 -3.7478 1.5986  -0.661
C 0.4378 -4.4464 1.0394  0.354
C 0.6705 -5.7735 1.3930  -0.832
C -0.3543 -6.6977 1.3229  -0.748
C -1.6148 -6.3021 0.9036  -0.377
C -1.8509 -4.9812 0.5546  -1.183
C -0.8306 -4.0513 0.6198  0.272
H -1.0069 -3.0214 0.3528  0.522
H -2.8361 -4.6767 0.2341  0.464
H -2.4162 -7.0240 0.8503  0.413
H -0.1730 -7.7263 1.5954  0.403
H 1.6600 -6.0559 1.7184  0.495
C 1.4474 -0.2006 1.6650  1.218
O 1.2199 -0.8742 2.8832  -0.814
H 0.6135 -1.6075 2.7290  0.663
C 0.1000 0.2086 1.0290  -1.148
H -0.7092 -0.0069 1.7286  0.561
H -0.0761 -0.3975 0.1401  -0.997
C 2.3233 1.0345 2.0062  0.748
C 3.6658 0.5860 2.5897  -2.072
H 4.1988 -0.1136 1.9595  0.437
H 4.3036 1.4481 2.7630  0.515
H 3.4749 0.0909 3.5385  0.491
C 1.6903 1.8745 3.1332  -1.781
H 2.4041 2.6354 3.4373  0.429
H 1.4819 1.2269 3.9791  0.530
H 0.7740 2.3736 2.8503  0.236
H 3.6347 2.4435 -0.9129  1.191
O 4.5274 3.0285 0.8293  -0.546
C 5.5677 3.5249 0.1510  0.888
O 5.7524 3.3130 -1.0234  -0.625
C 6.4362 4.3785 1.0249  -1.373
H 7.1914 3.7332 1.4709  0.303
H 6.9339 5.1352 0.4260  0.390
H 5.8471 4.8294 1.8174  0.321
C 1.2160 3.0698 -1.1360  -1.984
H 1.0594 2.4513 -2.0215  0.140
H 2.1075 3.6735 -1.2739  0.468
H 0.3674 3.7467 -1.0485  0.587
H -0.4079 2.2984 1.4062  1.095
H -2.7010 2.3243 -2.3403  0.357
C -3.5133 2.3131 3.5258  -1.617
H -3.1447 3.1194 2.8943  0.325
H -3.9220 2.7407 4.4380  0.492
H -2.6762 1.6687 3.7843  0.245
H -5.4294 2.1481 2.5450  0.323
H -6.5605 -1.2389 3.5996  0.397
H -5.9217 -0.8108 2.0117  0.237
H -7.0732 0.2567 2.8181  0.309

LUMO	0.3	eV
multiplicity	1
Kohn-Sham gap	9.39	eV
total charge	0
HOMO	-9.125	eV



Going through the records in order, we get E values of -69355.85506 -77714.89436 eV.
Going through the records in order, we get molecular weight values of 857.95 833.93 g mol⁻¹.